Here is a cluster of 2 separate species, C4H14N3 in total from OMol25. Energies are from ωB97M-V/def2-TZVPD.

Output
charge	+2
energy	-8825.8485	eV
HOMO level (alpha / beta)	-19.22 / -19.10	eV
strongest force on any atom	0.0706	Eh/bohr
energy above the lowest of the compared OMol25 structures with the same formula, charge and spin	40.7	kcal/mol
2S+1	2
E_LUMO (alpha / beta)	-7.88 / -11.74	eV
HOMO-LUMO gap (alpha / beta)	0.417 / 0.271	hartree
molecular weight	104.177	u

```
21
C4H14N3, DFT ωB97M-V/def2-TZVPD
C 0.53030 -1.98005 2.20607
C 1.86063 0.04262 1.86908
N 1.75266 -1.22491 1.90579
H 0.80439 -2.94384 2.62398
H -0.04937 -2.07753 1.29121
H -0.05470 -1.44126 2.94768
H 1.09949 0.67710 2.29416
H 2.80225 0.45976 1.52733
H 2.49174 -1.75677 1.45049
C -1.90678 0.80840 -2.73453
N -0.93469 1.50450 -1.92397
C -0.04791 0.70461 -1.02966
N -0.51294 0.61450 0.35877
H -2.36946 1.48259 -3.45199
H -1.44140 -0.03341 -3.27104
H -2.69566 0.39357 -2.09713
H -0.33991 2.05296 -2.55601
H 0.95896 1.11750 -1.01001
H 0.02304 -0.29104 -1.47284
H -0.48030 1.55945 0.73726
H -1.49035 0.33124 0.33537
```

---

Here is a structure of composition C14H26O3RuS2Se2Si2 from OMol25. Energies are from ωB97M-V/def2-TZVPD.

Output
charge	-1
energy	-191782.9931	eV
HOMO level (alpha / beta)	-3.77 / -3.57	eV
strongest force on any atom	0.0439	Eh/bohr
energy above the lowest of the compared OMol25 structures with the same formula, charge and spin	77.2	kcal/mol
2S+1	2
E_LUMO (alpha / beta)	1.90 / 2.06	eV
HOMO-LUMO gap (alpha / beta)	0.208 / 0.207	hartree
molecular weight	621.655	u

```
50
C14H26O3RuS2Se2Si2, DFT ωB97M-V/def2-TZVPD
Ru 1.00490 -0.33281 0.20436
C 0.34952 2.71437 -0.61348
Si 0.08495 2.00009 1.19333
C 0.56545 3.56751 2.19405
C -1.79746 1.74676 1.18014
C -2.60234 2.87125 1.34888
C -3.98390 2.79481 1.25732
C -4.58249 1.56583 1.02451
C -3.78958 0.44015 0.85538
C -2.39831 0.51016 0.89627
Si -1.27068 -1.01104 0.52831
C -2.26441 -2.07617 -0.74118
C -1.42762 -2.05613 2.13861
H 0.11915 3.78094 -0.56340
H -0.34817 2.25679 -1.31585
H 1.36179 2.59820 -0.99338
H -0.04717 4.42644 1.91496
H 1.60863 3.83378 2.02348
H 0.44317 3.39504 3.26397
H -2.13849 3.83014 1.54297
H -4.59045 3.68636 1.36549
H -5.66178 1.48776 0.95759
H -4.26266 -0.51716 0.66897
H -3.27126 -2.26387 -0.36878
H -1.78430 -3.04394 -0.89022
H -2.34749 -1.57927 -1.70874
H -2.47520 -2.29646 2.33401
H -1.03144 -1.50036 2.98814
H -0.86678 -2.98882 2.06398
C 3.66866 -4.66936 -0.21864
Se 2.47364 -2.23000 -0.29870
C 2.61297 -2.13425 -2.27912
C 1.28564 -1.86462 -2.94814
Se 0.56086 -0.07273 -2.55866
C 1.68743 0.84674 -3.90205
H 4.64119 -4.33802 -0.54344
H 3.09605 -5.29376 -0.88565
H 3.53547 -4.82547 0.83913
H 3.02132 -3.08747 -2.61434
H 3.33380 -1.34783 -2.50880
H 0.52504 -2.56297 -2.59836
H 1.37529 -1.92327 -4.03597
H 1.41960 0.49416 -4.89425
H 2.73442 0.65880 -3.67943
H 1.47679 1.90908 -3.81042
O 2.58731 0.97738 3.75842
S 2.00915 0.45246 2.55351
O 0.50318 0.87405 2.49849
O 2.02514 -0.99589 2.42862
S 2.83147 1.29259 0.94809
```

---

Here is the molecule C2H8N4 from OMol25. Energies are from ωB97M-V/def2-TZVPD.

Output
charge	0
energy	-8162.5475	eV
HOMO level	-6.92	eV
strongest force on any atom	0.0324	Eh/bohr
energy above the lowest of the compared OMol25 structures with the same formula, charge and spin	39.3	kcal/mol
2S+1	1
SMILES	N/C=C(/N)NN
E_LUMO	0.95	eV
HOMO-LUMO gap	0.289	hartree
molecular weight	88.114	u

```
14
C2H8N4, DFT ωB97M-V/def2-TZVPD
N -1.72304 0.72143 1.46303
C -1.25384 -0.35914 0.71098
C -0.16846 -0.43749 -0.08188
N 0.16994 -1.61044 -0.74534
N 0.62740 0.67962 -0.34892
N 1.78252 0.50786 -1.13462
H -1.58793 1.65267 1.08543
H -1.37685 0.75492 2.41726
H -1.83369 -1.26325 0.88065
H -0.64409 -2.15540 -1.00074
H 0.71029 -1.35968 -1.57016
H 0.66533 1.35709 0.40593
H 2.54040 0.10730 -0.58173
H 2.09203 1.40453 -1.49989
```

---

Here is a structure of composition C14H26ClINO5S from OMol25. Energies are from ωB97M-V/def2-TZVPD.

Output
charge	+1
energy	-58114.4266	eV
HOMO level	-11.75	eV
strongest force on any atom	0.0076	Eh/bohr
2S+1	1
E_LUMO	-4.35	eV
HOMO-LUMO gap	0.272	hartree
molecular weight	482.788	u

```
49
C14H26ClINO5S, DFT ωB97M-V/def2-TZVPD
C -3.98621 0.09305 -3.62805
C -3.58492 0.97478 -2.44203
O -2.92947 2.16973 -2.84568
C -1.53171 2.17169 -2.68835
C -0.82417 1.10067 -3.51154
O 0.55008 1.42072 -3.59926
C 1.48747 0.50218 -3.09705
C 2.26596 1.08900 -1.93816
O 1.49750 1.34070 -0.76211
C 1.31758 0.20315 0.04049
C 0.55771 0.69035 1.26709
S -1.26623 0.82010 1.08833
C -1.36107 1.06220 2.76257
I -3.04191 1.75469 3.68136
N -0.27684 0.76613 3.42475
C 0.78785 0.06407 2.66114
C 2.14267 0.52621 3.22897
O 3.17605 -0.25021 2.66196
O 4.05994 -0.71909 3.67769
C 0.64836 -1.49758 2.83303
Cl -0.62344 -1.90305 4.03741
C 0.43859 -2.32630 1.57527
C 0.41805 -3.83442 1.85443
H -3.84357 0.66060 -4.54766
H -5.03369 -0.19950 -3.57320
H -3.37492 -0.80775 -3.70250
H -4.46777 1.28144 -1.87720
H -2.93783 0.41869 -1.75075
H -1.17385 3.14321 -3.02900
H -1.25292 2.07928 -1.62734
H -1.25595 1.08186 -4.51667
H -0.95716 0.10095 -3.07796
H 1.01403 -0.45427 -2.84123
H 2.21916 0.28724 -3.88437
H 3.11216 0.43343 -1.69327
H 2.66737 2.05478 -2.24236
H 0.78850 -0.58738 -0.50014
H 2.28746 -0.19111 0.37560
H 0.85993 1.73626 1.37631
H -0.23617 0.87493 4.43048
H 2.30589 1.57955 2.97776
H 2.15186 0.43615 4.31899
H 3.61222 -1.50799 4.02685
H 1.57081 -1.84721 3.28981
H 1.26692 -2.10754 0.90166
H -0.49400 -2.02194 1.09354
H 0.92979 -4.07392 2.78871
H 0.91937 -4.37909 1.05668
H -0.59947 -4.20944 1.94499
```

---

- energy of number 2 (C14H26O3RuS2Se2Si2)?
  -191782.9931 eV